# 1
ORCA calculation (wB97M-V/def2-TZVPD) on a molecular structure, C22H9AuCl6N2O2S2Se.

XYZ file:
```
45
Properties=species:S:1:pos:R:3:forces:R:3:nbo_charge:R:1
C 0.9802 5.2170 -0.0564 0.1 0.0 0.0 0.303
Cl -4.2543 -0.8796 2.2701 0.0 0.0 0.0 0.011
H 4.1565 -1.5736 0.2863 0.0 0.0 0.0 0.207
C -2.7041 -2.7427 3.4509 0.0 0.0 0.0 -0.082
H -0.1738 3.2636 1.3113 0.0 0.0 0.0 0.238
C -0.2905 3.1590 0.2416 0.0 0.1 -0.1 -0.149
C -1.0389 -2.9859 1.2548 -0.1 0.0 0.0 0.043
C 4.5013 -0.5532 0.1660 -0.1 -0.1 0.0 -0.269
C -4.0399 -3.0773 -1.0966 0.1 -0.1 -0.1 0.764
C 6.3135 1.0076 -0.1711 0.0 0.0 0.0 -0.297
C -0.5058 2.8257 -2.5098 0.0 0.1 0.1 -0.180
H -5.7082 -2.0628 -2.0432 0.0 0.0 0.0 0.219
C -2.8907 -1.9510 2.3202 0.0 0.0 0.0 -0.078
C 0.7548 4.8687 -2.9054 0.1 0.1 0.0 0.307
Au -2.1467 -0.8306 -0.4464 -0.8 -0.3 0.0 1.089
N 1.5389 6.1153 0.3967 -0.1 0.0 0.0 -0.352
C 5.8513 -0.2948 -0.0132 0.0 0.0 0.0 -0.225
S -1.9714 0.5361 -2.3278 0.1 0.0 -0.1 -0.201
C 0.1788 3.9207 -1.9980 -0.1 -0.1 -0.1 -0.109
Se 1.6992 0.1259 0.4418 0.1 0.0 0.1 -0.540
C 5.3842 2.0430 -0.1415 0.1 0.0 0.0 -0.211
C -1.6531 -3.6497 3.4833 0.0 0.0 0.0 -0.084
H -0.5598 2.6878 -3.5814 0.0 0.0 0.0 0.223
S -1.8091 0.9930 0.8286 0.6 0.2 0.2 -0.036
H 3.3277 2.6011 0.0644 0.0 0.0 0.0 0.206
C -1.1060 1.9007 -1.6630 0.0 0.0 0.2 -0.170
C -5.3918 -3.0786 -1.8246 0.0 -0.1 0.0 -0.452
C -2.0552 -2.0331 1.2201 0.2 0.0 0.1 -0.307
C 0.2848 4.0940 -0.6092 -0.1 -0.1 0.1 -0.183
H 5.7129 3.0701 -0.2634 0.0 0.0 0.0 0.189
C -0.9931 2.0803 -0.2742 -0.2 -0.1 -0.3 -0.156
Cl 0.4610 -4.9326 2.3955 0.0 0.0 0.0 0.033
C 4.0362 1.7808 0.0406 -0.1 0.0 0.0 -0.270
Cl -1.3919 -4.6259 4.8846 0.0 0.0 0.0 0.018
Cl -5.2855 -3.9307 -3.4006 0.0 0.0 0.0 -0.091
H 7.3685 1.2105 -0.3151 0.0 0.0 0.0 0.184
Cl -3.7691 -2.6137 4.8064 0.0 0.0 0.0 0.016
O -3.2002 -2.2455 -1.6112 0.2 0.1 -0.1 -0.798
C -0.8221 -3.7811 2.3746 0.0 0.0 0.0 -0.120
Cl -0.0684 -3.2207 -0.1464 0.0 0.0 0.0 0.059
H 6.5534 -1.1231 -0.0303 0.0 0.0 0.0 0.184
C 3.5438 0.4743 0.1989 0.1 0.0 0.0 -0.144
N 1.1984 5.6426 -3.6324 0.0 0.0 0.0 -0.361
O -3.8880 -3.8231 -0.1458 0.0 0.1 0.1 -0.648
H -6.1277 -3.6085 -1.2294 0.0 0.0 0.0 0.215
```
Positions in Å, forces in eV/Å.

## Properties
LUMO energy: 3.755 eV
net charge: -2
HOMO: -1.10 eV
ΔE to the lowest compared entry with this formula, charge and spin: 11.54 kJ/mol
HOMO-LUMO gap: 0.1783 Eh
max |F|: 0.017 Eh/bohr



# 2
ORCA calculation (wB97M-V/def2-TZVPD) on a molecular structure, C23H11Br4F11HfN3O4.

XYZ file:
```
57
Properties=species:S:1:pos:R:3:forces:R:3:nbo_charge:R:1
H 3.2539 -2.1825 -0.5208 0.0 0.0 0.0 0.200
F -2.1916 -0.0472 6.1850 0.0 0.0 0.0 -0.300
O -1.5967 1.3498 -1.1376 -0.1 0.0 0.0 -0.815
C -3.0370 3.2663 -1.1366 -0.1 0.0 -0.1 -0.207
H 1.3492 -3.6720 -0.6668 0.0 0.0 0.0 0.189
C 3.1897 0.4013 0.3859 0.1 0.0 0.0 0.082
C 4.3296 -0.0295 1.0530 -0.1 0.0 0.0 0.310
F 5.9631 3.0843 1.9009 0.0 0.0 0.0 -0.286
F 6.3353 0.4148 2.1999 0.0 0.0 0.0 -0.292
Br -3.7182 2.7706 -2.8270 0.0 0.0 0.0 0.060
Br -1.1477 4.2457 3.0194 0.0 0.0 0.0 0.064
Br -3.4689 6.2862 1.7082 0.0 0.0 0.0 0.063
C 3.0254 1.7834 0.2652 -0.1 -0.2 0.0 0.356
F -1.9595 -1.4292 3.9340 0.0 0.0 0.0 -0.311
F 1.8134 1.1924 2.7663 0.0 0.0 0.0 -0.323
F 1.4900 2.6191 4.9808 0.0 0.0 0.0 -0.298
F 4.6028 -1.3277 1.2549 0.0 0.0 0.0 -0.305
H -1.6675 -2.7517 0.9518 0.0 0.0 0.0 0.243
C -3.4593 4.4183 -0.4592 0.0 0.0 0.0 -0.149
C -1.1011 -2.5426 -1.4636 0.0 0.0 0.0 -0.423
F 1.9153 2.2386 -0.2917 0.0 0.2 0.0 -0.251
F -2.1941 -0.6523 0.4545 -0.2 0.0 0.0 -0.734
N -0.1645 -2.2235 -0.3663 0.0 -0.2 0.0 -0.513
H -0.5124 -2.7093 2.9660 0.0 0.0 0.0 0.208
C 3.9411 2.6881 0.7532 0.0 0.0 0.0 0.275
H -2.0871 -2.1674 -1.2028 0.0 0.0 0.0 0.248
F -0.5052 2.0128 6.7547 0.0 0.0 0.0 -0.298
C -1.0365 -0.4784 4.1758 -0.1 0.0 0.0 0.291
C -0.5971 -2.9190 0.8632 0.0 0.0 0.1 -0.229
Hf -0.4212 0.1257 0.1390 0.0 0.1 -0.7 2.577
C -2.0773 2.4288 -0.5844 0.1 0.0 0.0 0.346
C -0.3499 1.3021 5.6298 0.0 0.0 0.0 0.248
C 0.6520 1.6075 4.7290 -0.1 0.0 0.0 0.268
C -1.1929 0.2486 5.3416 0.0 0.0 0.0 0.269
N 2.1525 -0.4185 -0.1534 -0.1 0.0 -0.1 -0.224
F 3.7375 3.9954 0.6187 0.0 0.0 0.0 -0.279
C 5.0664 2.2273 1.4149 0.0 0.0 0.0 0.288
N 0.1430 -0.8945 2.0399 0.0 0.1 0.2 -0.872
H 2.3693 -2.1174 1.0106 0.0 0.0 0.0 0.226
H -1.1555 -3.6255 -1.6282 0.1 0.0 0.0 0.176
C 1.1970 -2.5902 -0.7765 0.1 0.0 0.0 -0.239
C -1.5328 2.7592 0.6836 0.2 0.0 0.1 0.234
C -2.9174 4.7377 0.7777 0.0 0.0 -0.1 -0.167
C 0.0683 -2.3553 2.1145 0.0 0.1 -0.1 -0.215
H -0.7641 -2.0507 -2.3749 0.0 0.0 0.0 0.228
O 0.6574 0.2572 -1.7204 -0.1 -0.2 0.2 -0.614
C 0.7995 0.8549 3.5827 0.1 0.0 0.0 0.362
C -0.0233 -0.2235 3.2398 -0.1 0.0 0.1 0.072
O 2.0276 -0.1072 -1.5334 0.0 0.0 -0.1 -0.175
H 1.0692 -2.7912 2.2506 0.0 0.0 0.0 0.152
C 5.2489 0.8716 1.5683 0.1 0.0 0.0 0.260
C -1.9467 3.8963 1.3428 0.0 0.0 0.1 -0.155
Br -4.7753 5.5265 -1.2429 0.0 0.0 0.0 0.064
H -0.4204 -3.9997 0.7683 0.1 0.0 0.0 0.173
H 1.2949 -2.3386 -1.8302 0.0 0.0 0.0 0.235
O -0.6078 1.9080 1.1386 -0.1 0.1 0.3 -0.863
C 2.3191 -1.8747 -0.0441 0.1 0.0 0.0 -0.231
```
Positions in Å, forces in eV/Å.

## Properties
LUMO energy: 2.191 eV
net charge: -1
HOMO: -4.93 eV
ΔE to the lowest compared entry with this formula, charge and spin: 0.00 kJ/mol
HOMO-LUMO gap: 0.2615 Eh
max |F|: 0.013 Eh/bohr



# 3
ORCA calculation (wB97M-V/def2-TZVPD) on a molecular structure, C23H13Cl3F5MgN3O3S3.

XYZ file:
```
54
Properties=species:S:1:pos:R:3:forces:R:3:nbo_charge:R:1
F -6.0078 0.5574 -0.7434 0.0 0.0 0.0 -0.298
H 6.0063 1.6594 2.9634 0.0 0.0 0.0 0.191
Mg -1.0958 0.6632 -0.8429 -0.2 0.1 0.3 1.688
C -5.8916 1.2791 1.5011 0.1 0.0 0.0 0.252
C -2.0824 0.4178 -3.7869 0.0 0.0 0.0 0.068
Cl -2.8120 -4.3433 -1.8672 0.0 0.0 0.0 0.102
C -5.3054 1.0842 0.2633 0.0 0.0 0.1 0.308
C 3.1871 -0.3255 -0.6504 0.0 0.0 0.0 -0.243
H 1.6992 -0.1007 3.3454 0.0 0.1 0.0 0.253
H 0.4490 -2.3813 -4.2932 0.0 0.0 0.0 0.219
C -3.1743 1.9546 1.0907 0.1 0.0 -0.1 -0.250
F -5.6871 1.9986 3.7251 0.0 0.0 0.0 -0.283
H 5.4452 2.1366 4.5819 0.0 0.0 0.0 0.206
N -2.2608 -1.2041 -0.2497 0.1 0.2 -0.2 -0.395
H 3.2676 -0.3360 -1.7312 0.0 0.1 0.0 0.226
N 0.7856 -0.2251 -0.8934 0.2 -0.1 -0.4 -0.580
H 1.6349 -1.5995 -2.2912 0.0 -0.1 0.0 0.197
C -3.8204 -2.9913 -1.3462 0.1 0.0 0.1 -0.236
C 4.3723 -0.4982 1.5509 -0.1 0.0 0.0 -0.333
O 4.1502 0.9301 3.6051 0.0 0.0 0.0 -0.536
N -1.1371 0.2286 -2.8430 -0.1 -0.1 0.0 -0.733
O 5.9589 -1.3304 3.2026 0.0 0.0 -0.1 -0.659
H -1.2857 -1.9834 -5.9992 0.0 0.0 0.0 0.217
C 5.1393 1.9563 3.5555 0.0 0.0 0.0 -0.261
C -2.9441 -1.9861 -0.7274 0.0 -0.1 0.1 0.347
C 2.3005 -0.1699 2.4436 0.0 -0.2 0.1 -0.362
F -7.1680 0.9545 1.7012 0.0 0.0 0.0 -0.284
S 3.1508 -1.7550 2.1798 0.0 0.0 0.0 0.200
C -0.1863 -0.7396 -3.0333 0.0 -0.1 0.1 0.171
C -1.2279 -1.3523 -5.1211 0.0 0.0 0.0 -0.147
O 6.7539 -0.3281 1.3987 0.0 0.0 0.0 -0.567
C -3.8008 2.1374 2.3219 0.0 0.0 0.0 0.323
H -2.9243 -0.0913 -5.6738 0.0 0.0 0.0 0.223
H 4.7078 2.8719 3.1414 0.0 0.0 0.0 0.184
F -3.1180 2.6320 3.3532 0.0 0.0 0.0 -0.287
C -3.9833 1.4350 0.0901 0.0 0.0 0.0 0.263
C -5.1308 1.8114 2.5301 0.0 0.0 -0.1 0.277
C -0.2669 -1.5779 -4.1852 0.0 0.2 -0.1 -0.259
C 1.6587 0.5278 1.2127 0.0 0.2 0.0 -0.347
Cl -4.6147 -2.2284 -2.7165 0.0 0.0 -0.1 0.114
S 2.7886 1.9863 1.4459 0.0 0.0 0.0 0.186
C 0.8314 -0.9077 -2.0867 0.0 0.1 0.1 -0.242
H 5.0779 -1.5461 3.5560 0.0 0.0 0.0 0.498
H 5.2707 -0.4159 -0.4421 0.0 0.0 0.0 0.246
C 3.5809 0.6317 2.3926 0.0 0.1 0.0 0.215
H 0.6151 0.7832 1.3818 0.0 0.0 0.0 0.254
C -2.1626 -0.3082 -4.9404 0.0 0.0 0.0 -0.345
S -1.4822 2.3586 0.8215 -0.1 -0.1 0.0 -0.501
F -3.4405 1.2232 -1.1408 0.0 -0.1 0.0 -0.347
Cl -4.9898 -3.5016 -0.1250 0.0 0.0 0.0 0.100
C 4.3142 -0.3933 0.0623 0.0 -0.1 0.0 -0.175
C 5.8071 -0.7135 2.0277 0.1 0.0 0.0 0.784
H -2.7949 1.2072 -3.5794 0.0 0.0 0.0 0.202
C 1.8425 -0.0922 -0.1361 0.0 0.0 0.1 0.156
```
Positions in Å, forces in eV/Å.

## Properties
LUMO energy: -0.488 eV
net charge: 0
HOMO: -6.67 eV
HOMO-LUMO gap: 0.2273 Eh
max |F|: 0.009 Eh/bohr